No. 1
{"formula": "CHNO3S", "method": "ωB97M-V with the def2-TZVPD basis set", "smiles": "O=NOC(O)=S", "e_above_lowest_kj_mol": 347.1, "charge": 0, "orbital_gap_ha": 0.3019, "energy_ev": -19516.956, "symbols": ["O", "N", "O", "C", "O", "S", "H"], "xyz": [[1.766953, 1.237354, -0.369864], [1.944202, 0.193882, 0.215066], [0.866149, -0.599820, 0.346918], [-0.410041, -0.405295, 0.108465], [-0.961958, 0.723862, -0.045712], [-1.315511, -1.728722, -0.134495], [-1.889792, 0.578737, -0.120379]], "forces_ev_per_a": [[0.2, -2.7, 1.5], [1.2, 4.3, -1.8], [0.5, -1.1, 1.1], [-2.0, -2.9, -1.4], [1.9, 4.0, 0.6], [-0.4, -1.3, 0.3], [-1.4, -0.3, -0.2]], "nbo_charge": [-0.264, 0.405, -0.361, 0.471, -0.621, -0.152, 0.522]}

---

No. 2
{"formula": "C4H10Si", "method": "ωB97M-V with the def2-TZVPD basis set", "e_above_lowest_kj_mol": 257.5, "charge": 0, "orbital_gap_ha": [0.3225, 0.3011], "energy_ev": -12183.532, "symbols": ["C", "C", "C", "C", "Si", "H", "H", "H", "H", "H", "H", "H", "H", "H", "H"], "xyz": [[2.087364, -0.382596, 0.485563], [1.440563, 0.255809, -0.820551], [0.481421, 1.130160, -0.090521], [-1.683131, -1.117048, -0.198836], [-1.156920, 0.597458, 0.536982], [1.406145, -1.112806, 0.737161], [2.201153, 0.274083, 1.276953], [2.165808, 0.870167, -1.349070], [0.964166, -0.575667, -1.385168], [0.821288, 2.118749, 0.184983], [-1.058239, -2.053522, -0.086713], [-2.596926, -1.391603, 0.282610], [-1.969987, -0.889487, -1.183989], [-1.959916, 1.519972, -0.434093], [-1.142785, 0.756335, 2.044692]], "forces_ev_per_a": [[-2.1, 1.9, -3.0], [0.6, 0.2, 0.4], [1.3, -1.9, 0.4], [1.2, -0.3, 2.1], [-0.1, -0.5, -1.4], [-1.1, -2.3, 1.0], [1.2, 1.4, 1.7], [-0.1, -0.4, -0.5], [0.5, 0.8, 0.1], [0.3, 0.1, 0.0], [-0.3, 1.4, -0.4], [-0.9, -0.1, 0.5], [0.0, 0.0, -1.6], [-0.1, -0.3, 1.4], [-0.6, 0.0, -0.7]], "nbo_charge": [-0.332, -0.492, -0.533, -1.071, 1.067, 0.147, 0.169, 0.211, 0.220, 0.207, 0.242, 0.236, 0.235, -0.158, -0.148]}